ORCA calculation (wB97M-V/def2-TZVPD) on the molecule H6N3PS at a distorted geometry.

ORCA input file:
```
! wB97M-V def2-TZVPD RIJCOSX def2/J DEFGRID3
* xyz 0 1
N 0.429 1.474 0.139
P -0.723 -0.120 -0.050
N -0.114 -1.059 1.202
N -0.385 -1.190 -1.273
S -2.549 0.473 -0.024
H -0.077 1.974 -0.552
H -0.179 1.748 0.897
H -0.708 -1.208 2.002
H 0.669 -0.551 1.447
H -0.866 -1.192 -2.144
H 0.546 -1.507 -1.036
*
```

As for the SMILES: NP(N)(N)=S. The calculation puts the HOMO-LUMO gap at 0.357 Ha. Its largest force on an atom is 4.20 eV/Å. The value obtained for the total energy is -907.44069 Ha. As for the LUMO energy: 0.8246 eV.

Atomic partial charges in e from the Mulliken method, atoms 1 to 4: -0.724, 0.522, -0.623, -0.455



ORCA calculation (wB97M-V/def2-TZVPD) on the molecule C7H8BrNO3 at a distorted geometry.

ORCA input file:
```
! wB97M-V def2-TZVPD RIJCOSX def2/J DEFGRID3
* xyz 0 1
C -1.961 1.755 -0.923
O -0.635 1.903 -0.420
C 0.195 0.843 -0.224
C -0.061 -0.449 -0.097
C 0.933 -1.586 -0.116
C 1.757 -1.717 1.234
C 2.999 -1.194 1.289
C 3.598 -0.565 0.195
Br 5.044 0.673 0.244
N 2.952 -0.607 -0.979
O 3.194 -0.006 -2.044
O 1.947 -1.532 -1.099
H -1.969 1.564 -2.067
H -2.468 2.740 -0.797
H -2.504 0.838 -0.410
H 1.222 1.066 -0.125
H -1.103 -0.705 -0.275
H 0.480 -2.640 -0.248
H 1.433 -2.247 2.104
H 3.487 -1.228 2.278
*
```

As for the SMILES: CO/C=C/[C@@H]1C=CC(Br)=[N+]([O-])O1. The calculation puts the HOMO-LUMO gap (spin up / spin down) at 0.303 / 0.303 Ha. Its largest force on an atom is 3.60 eV/Å. The value obtained for the total energy is -3125.80278 Ha. As for the LUMO energy (spin up / spin down): -0.0893 / -0.0886 eV.

Atomic partial charges in e from the Mulliken method, atoms 1 to 4: -0.600, -0.359, 0.172, -0.643